1.
This record from the Open Molecules 2025 dataset describes C26H40N5OSTa as an isolated structure at a distorted geometry. The level of theory is ωB97M-V/def2-TZVPD.

Last column: Löwdin charge in e.
Geometry (Å):
Ta (-0.859, -1.059, 0.183)  1.6923
N (-1.857, -0.553, -1.845)  -0.0536
C (-3.276, -0.138, -1.794)  -0.1801
C (-3.953, -0.900, -0.671)  -0.1419
N (-3.181, -0.885, 0.611)  -0.2435
C (-3.661, -2.038, 1.445)  -0.1579
C (-2.592, -2.461, 2.417)  -0.1789
N (-1.405, -2.760, 1.596)  -0.0627
C (-3.452, 0.351, 1.400)  -0.1575
C (-2.826, 1.584, 0.786)  -0.1693
N (-1.453, 1.251, 0.317)  -0.0371
H (-1.315, 0.102, -2.402)  0.1158
H (-1.780, -1.448, -2.327)  0.0981
H (-3.795, -0.360, -2.728)  0.1391
H (-3.319, 0.939, -1.667)  0.1006
H (-4.032, -1.944, -0.976)  0.1240
H (-4.970, -0.532, -0.507)  0.1470
H (-3.865, -2.872, 0.772)  0.1200
H (-4.598, -1.777, 1.940)  0.1440
H (-2.926, -3.323, 2.996)  0.1400
H (-2.331, -1.667, 3.115)  0.1169
H (-1.532, -3.643, 1.110)  0.0812
H (-0.572, -2.863, 2.171)  0.1081
H (-3.028, 0.191, 2.390)  0.1209
H (-4.532, 0.488, 1.514)  0.1422
H (-2.798, 2.377, 1.535)  0.1368
H (-3.416, 1.970, -0.040)  0.1114
H (-0.790, 1.575, 1.010)  0.0374
H (-1.239, 1.793, -0.516)  0.1062
C (3.875, 4.050, 1.089)  -0.0284
C (2.719, 3.928, 0.085)  -0.5542
C (2.834, 5.037, -0.971)  -0.0315
C (1.401, 4.117, 0.837)  -0.0594
C (2.801, 2.567, -0.600)  -0.1433
C (3.936, 2.249, -1.375)  0.0003
C (4.078, 1.034, -2.003)  -0.0378
C (3.054, 0.098, -1.864)  -0.4437
S (2.962, -1.508, -2.508)  1.2109
C (1.435, -1.709, -1.773)  -0.5298
N (0.997, -0.674, -1.076)  -0.0569
C (1.921, 0.381, -1.110)  -0.2998
C (1.804, 1.618, -0.474)  0.0259
C (0.632, -2.926, -1.875)  -0.2648
C (0.948, -3.959, -2.755)  -0.0254
C (0.100, -5.048, -2.854)  -0.0439
C (-1.055, -5.087, -2.086)  -0.0495
C (-1.343, -4.052, -1.201)  -0.1312
C (-0.502, -2.947, -1.049)  -0.2168
H (3.838, 5.022, 1.583)  0.0964
H (4.845, 3.963, 0.600)  0.0866
H (3.814, 3.276, 1.857)  0.0901
H (2.771, 6.013, -0.490)  0.0956
H (2.029, 4.966, -1.706)  0.0945
H (3.782, 4.995, -1.506)  0.0845
H (1.384, 5.107, 1.293)  0.0979
H (1.283, 3.388, 1.643)  0.0709
H (0.540, 4.055, 0.163)  0.0835
H (4.730, 2.977, -1.478)  0.1229
H (4.962, 0.812, -2.586)  0.1255
H (0.946, 1.815, 0.145)  0.0604
H (1.839, -3.916, -3.371)  0.1083
H (0.332, -5.855, -3.534)  0.1211
H (-1.733, -5.927, -2.172)  0.1178
H (-2.265, -4.136, -0.626)  0.0834
C (2.281, -1.555, 1.576)  -0.0063
O (0.839, -1.616, 1.691)  -0.3220
C (0.138, -0.378, 1.780)  -0.4069
C (0.554, 0.585, 2.831)  -0.0736
H (2.569, -0.941, 0.725)  0.0767
H (2.619, -2.578, 1.441)  0.1106
H (2.697, -1.147, 2.495)  0.1039
H (0.495, 0.104, 3.813)  0.1026
H (-0.110, 1.450, 2.859)  0.0721
H (1.576, 0.954, 2.702)  0.0834

Values from the calculation:
largest force on an atom = 1.7 eV/A
gap between HOMO and LUMO = 7.57 eV
electronic energy = -1818.51767 Eh
total charge = +2
energy relative to the best compared isomer or geometry (same formula, charge and spin) = 0.00 kcal per mole
lowest unoccupied orbital energy = -5.63 eV
highest occupied orbital energy = -13.201 eV

---

2.
This record from the Open Molecules 2025 dataset describes C26H41CaN3O2PSi as an isolated structure at a distorted geometry. The level of theory is ωB97M-V/def2-TZVPD.

Last column: Löwdin charge in e.
Geometry (Å):
Ca (0.486, 0.089, -0.147)  1.2284
C (4.221, 1.742, -1.190)  -0.1872
Si (2.944, 2.153, 0.122)  0.3778
C (2.843, 0.830, 1.486)  -0.1954
C (3.201, 3.717, 1.122)  -0.1730
N (1.401, 2.005, -0.706)  -0.2739
C (0.843, 2.923, -1.498)  -0.3338
C (1.455, 4.112, -2.033)  -0.0467
C (0.666, 5.190, -2.377)  -0.1058
C (-0.730, 5.066, -2.382)  -0.1078
C (-1.306, 3.815, -2.208)  -0.0449
C (-0.585, 2.736, -1.751)  -0.2409
O (-1.152, 1.537, -1.387)  -0.1293
C (-2.302, 1.212, -2.097)  -0.2838
C (-2.175, 1.055, -3.476)  0.0016
C (-3.328, 0.742, -4.170)  -0.0762
C (-4.542, 0.602, -3.548)  -0.0821
C (-4.655, 0.847, -2.167)  -0.0622
C (-3.519, 1.124, -1.411)  -0.0132
H (3.609, 1.498, -2.122)  0.0446
H (4.889, 0.896, -0.983)  0.0163
H (4.881, 2.647, -1.413)  0.0512
H (3.363, 1.229, 2.399)  0.0580
H (3.289, -0.139, 1.186)  0.0326
H (1.754, 0.699, 1.748)  -0.0450
H (2.335, 3.946, 1.797)  0.0477
H (3.321, 4.680, 0.562)  0.0464
H (4.029, 3.595, 1.760)  0.0018
H (2.571, 4.100, -2.100)  0.1103
H (1.081, 6.160, -2.666)  0.1067
H (-1.401, 5.922, -2.562)  0.1068
H (-2.404, 3.711, -2.409)  0.1362
H (-1.309, 1.381, -3.989)  0.1213
H (-3.323, 0.561, -5.231)  0.1098
H (-5.461, 0.263, -4.054)  0.1168
H (-5.643, 0.746, -1.701)  0.1135
H (-3.578, 1.326, -0.350)  0.1090
C (-1.648, 2.258, 4.436)  -0.1497
C (-0.530, 1.816, 3.475)  -0.3679
P (-0.941, 0.287, 2.392)  0.9056
C (-2.751, 0.093, 2.656)  -0.4460
C (-3.485, -0.939, 1.836)  -0.1540
C (-0.190, -0.891, 3.621)  -0.4064
C (-0.073, -2.363, 3.180)  -0.1573
H (-1.206, 2.908, 5.236)  0.0961
H (-2.071, 1.390, 4.992)  0.0684
H (-2.438, 2.718, 3.900)  0.0507
H (0.366, 1.470, 3.962)  0.0482
H (-0.385, 2.701, 2.824)  0.0796
H (-3.193, 1.122, 2.509)  0.0942
H (-2.916, -0.100, 3.723)  0.0756
H (-4.541, -0.920, 2.145)  0.0868
H (-3.112, -1.957, 2.086)  0.0734
H (-3.370, -0.792, 0.773)  0.0408
H (-0.832, -0.844, 4.511)  0.0853
H (0.790, -0.468, 3.858)  0.0648
H (-0.353, -3.004, 4.018)  0.0703
H (0.909, -2.703, 2.826)  0.0593
H (-0.788, -2.568, 2.357)  0.0467
N (1.133, -2.094, -0.167)  0.0148
C (1.423, -3.239, -0.421)  -0.2080
N (1.792, -4.449, -0.712)  -0.0729
C (1.329, -5.685, -0.077)  -0.0989
C (0.748, -6.591, -1.161)  -0.1574
O (1.765, -6.711, -2.157)  -0.1408
C (2.069, -5.528, -2.864)  -0.1880
C (2.757, -4.631, -1.864)  -0.0805
H (0.641, -5.439, 0.757)  0.1407
H (2.238, -6.153, 0.357)  0.1434
H (-0.182, -6.164, -1.589)  0.1350
H (0.571, -7.633, -0.818)  0.1450
H (1.148, -5.031, -3.278)  0.1455
H (2.762, -5.803, -3.679)  0.1426
H (3.074, -3.660, -2.194)  0.1195
H (3.722, -5.122, -1.503)  0.1595

Values from the calculation:
largest force on an atom = 5.4 eV/A
gap between HOMO and LUMO = 6.46 eV
electronic energy = -2638.36453 Eh
total charge = +1
energy relative to the best compared isomer or geometry (same formula, charge and spin) = 0.00 kcal per mole
lowest unoccupied orbital energy = -2.42 eV
highest occupied orbital energy = -8.877 eV

---

3.
This record from the Open Molecules 2025 dataset describes C26H41N3O6SSiTm as an isolated structure at a distorted geometry. The level of theory is ωB97M-V/def2-TZVPD.

Last column: Löwdin charge in e.
Geometry (Å):
Tm (-0.037, 0.063, -0.520)  1.3746
O (-1.416, -0.600, -2.114)  -0.2102
C (-2.161, 0.193, -3.134)  -0.0816
C (-2.029, 1.627, -2.768)  -0.2746
C (-2.274, 2.593, -3.743)  -0.0114
C (-2.043, 3.943, -3.447)  -0.0315
C (-1.732, 4.314, -2.134)  -0.0319
C (-1.580, 3.293, -1.221)  -0.1109
N (-1.677, 1.964, -1.502)  0.0627
H (-1.236, -1.535, -2.302)  0.0946
H (-3.208, -0.148, -3.102)  0.1398
H (-1.759, -0.047, -4.142)  0.1377
H (-2.652, 2.321, -4.745)  0.1308
H (-2.114, 4.656, -4.247)  0.1091
H (-1.601, 5.377, -1.878)  0.1255
H (-1.371, 3.547, -0.169)  0.1217
C (3.456, 1.666, 2.175)  0.0027
C (2.028, 1.430, 1.756)  -0.5181
C (1.065, 1.118, 2.882)  -0.0116
O (1.911, 0.318, 0.857)  -0.1288
C (1.330, 2.594, 0.957)  -0.5647
O (1.789, 3.732, 0.877)  0.0639
O (0.238, 2.197, 0.367)  -0.2075
H (3.904, 0.761, 2.662)  0.1091
H (3.495, 2.531, 2.814)  0.0943
H (4.046, 1.858, 1.270)  0.0955
H (1.379, 0.172, 3.378)  0.1059
H (0.073, 0.939, 2.426)  0.0685
H (0.949, 1.876, 3.672)  0.1101
H (2.568, -0.410, 1.054)  0.1547
C (2.080, -4.205, 0.306)  -0.1772
Si (1.547, -3.213, -1.227)  0.2854
C (0.122, -4.191, -2.037)  -0.1668
C (3.005, -2.968, -2.343)  -0.1758
O (0.922, -1.736, -0.896)  -0.4831
H (2.431, -5.209, 0.009)  0.0332
H (1.206, -4.358, 1.014)  0.0454
H (2.915, -3.712, 0.821)  0.0213
H (0.121, -5.225, -1.742)  0.0091
H (0.109, -4.212, -3.169)  0.0486
H (-0.862, -3.828, -1.648)  0.0222
H (3.653, -3.893, -2.470)  0.0544
H (3.698, -2.172, -1.952)  0.0522
H (2.745, -2.789, -3.399)  0.0147
C (-3.187, -1.235, 7.258)  -0.0406
C (-3.031, -1.026, 5.772)  -0.2454
C (-3.968, -0.202, 5.098)  -0.0295
C (-3.963, -0.108, 3.728)  -0.0676
C (-2.936, -0.723, 2.963)  -0.4186
C (-1.993, -1.506, 3.614)  -0.0628
C (-2.046, -1.651, 5.013)  -0.0154
S (-2.940, -0.653, 1.202)  1.0403
C (-3.649, -2.306, 0.904)  -0.2111
O (-1.408, -0.823, 0.937)  -0.6383
H (-2.981, -0.319, 7.833)  0.0942
H (-2.506, -2.022, 7.614)  0.0834
H (-4.200, -1.559, 7.494)  0.0860
H (-4.638, 0.410, 5.675)  0.1188
H (-4.692, 0.517, 3.185)  0.1195
H (-1.181, -1.994, 3.052)  0.1220
H (-1.292, -2.228, 5.530)  0.1159
H (-2.944, -3.154, 1.117)  0.0885
H (-3.836, -2.291, -0.202)  0.0575
H (-4.592, -2.509, 1.462)  0.0831
C (4.087, 3.560, -2.362)  -0.0021
C (3.074, 2.518, -2.722)  -0.2551
C (3.126, 1.391, -3.603)  0.0447
C (1.907, 0.681, -3.389)  -0.3146
N (1.264, 1.239, -2.333)  -0.0037
N (1.947, 2.368, -2.010)  0.0588
C (1.377, -0.432, -4.189)  -0.0342
H (4.348, 4.067, -3.299)  0.0911
H (4.933, 3.083, -1.921)  0.0750
H (3.645, 4.235, -1.594)  0.0965
H (3.799, 1.215, -4.439)  0.1132
H (1.597, 2.985, -1.298)  0.1211
H (2.215, -0.853, -4.727)  0.0802
H (0.696, -0.048, -4.959)  0.0925
H (0.937, -1.263, -3.646)  0.0545

Values from the calculation:
largest force on an atom = 2.8 eV/A
gap between HOMO and LUMO (spin up / spin down) = 9.22 / 9.22 eV
2S+1 = 3
electronic energy = -3403.97069 Eh
total charge = +1
energy relative to the best compared isomer or geometry (same formula, charge and spin) = 0.00 kcal per mole
lowest unoccupied orbital energy (spin up / spin down) = -2.17 / -2.17 eV
highest occupied orbital energy (spin up / spin down) = -11.384 / -11.384 eV